The following is a DFT calculation (the ωB97M-V functional and the def2-TZVPD basis) of a structure of composition C7H20ClGaOSiYb at a distorted geometry.

Values from the calculation:
**E_tot**: -4187.23090 hartree
**Multiplicity**: 2
**Charge**: -1
**Kohn-Sham gap (spin up / spin down)**: 6.75 / 6.75 eV
**HOMO level (spin up / spin down)**: -0.141 / -0.140 Eh

Cartesian coordinates (Å):
Ga (-0.166, 0.019, 0.152)
Cl (-0.373, 2.118, -0.711)
C (-1.967, -0.248, 0.862)
H (-1.982, -0.750, 1.829)
H (-2.539, -0.850, 0.150)
H (-2.471, 0.722, 0.954)
Yb (0.489, 0.450, -2.968)
C (2.706, 0.863, -3.381)
C (-0.947, 0.072, -4.711)
C (0.353, -1.328, -1.410)
H (-1.321, -0.966, -4.691)
H (-1.802, 0.748, -4.675)
H (-0.407, 0.229, -5.656)
H (3.352, 0.056, -3.001)
H (2.858, 0.951, -4.468)
H (3.017, 1.799, -2.907)
H (-0.412, -2.137, -1.493)
H (1.314, -1.846, -1.195)
C (3.286, -0.541, 3.106)
Si (1.660, 0.328, 2.770)
C (0.300, -0.410, 3.849)
C (1.809, 2.172, 3.114)
O (1.303, 0.100, 1.202)
H (3.608, -0.433, 4.148)
H (4.080, -0.140, 2.462)
H (3.206, -1.614, 2.886)
H (0.554, -0.288, 4.911)
H (-0.675, 0.067, 3.675)
H (0.184, -1.486, 3.653)
H (2.591, 2.620, 2.485)
H (0.870, 2.697, 2.886)
H (2.065, 2.368, 4.163)

Atom charges from the Mulliken analysis, given in e for atoms 1 to 2:
1 Ga 0.77
2 Cl -0.50